16
Properties=species:S:1:pos:R:3:nbo_charge:R:1 method="wB97M-V/def2-TZVPD" smiles="CN(C)C(=O)O.C#N" e_above_lowest_kj_mol=162.23 total_energy_ha=-417.1942
C 1.027 1.042 -0.865 -0.415
N -0.049 0.263 -0.270 -0.477
C -1.162 1.046 0.227 -0.410
C -0.219 -1.044 -0.726 0.906
O 0.576 -1.629 -1.422 -0.641
O -1.417 -1.562 -0.365 -0.700
H 1.544 1.609 -0.091 0.186
H 1.739 0.361 -1.355 0.249
H 0.639 1.739 -1.604 0.190
H -0.810 1.669 1.055 0.189
H -1.947 0.389 0.588 0.240
H -1.565 1.710 -0.549 0.188
H -1.390 -2.514 -0.536 0.510
C 0.976 -0.953 1.882 0.082
N 0.563 -2.032 1.795 -0.324
H 1.496 -0.095 2.234 0.227